No. 1
DFT (ωB97M-V with the def2-TZVPD basis set) results for a molecular structure, C17H43AsN4Pt.

Last column: Löwdin spin population.
CARTESIAN COORDINATES (ANGSTROEM)
Pt1 0.21298 -0.43076 0.12306  1.483
N1 1.97034 -1.69992 1.13312  0.130
C1 1.74420 -3.15270 1.04895  0.010
C2 0.28708 -3.42226 1.36096  0.007
N2 -0.58861 -2.67698 0.43849  0.114
C3 -0.64086 -3.36021 -0.88041  0.004
C4 -0.50316 -2.41665 -2.06188  0.032
N3 0.68522 -1.54568 -1.89720  0.125
C5 -1.93017 -2.44104 1.00837  0.017
C6 -1.89549 -1.58490 2.27109  0.010
N4 -1.07002 -0.35264 2.12189  0.124
H1 2.87087 -1.44507 0.74160  0.002
H2 1.99311 -1.40601 2.10495  0.002
H3 2.38460 -3.70618 1.73736  0.004
H4 2.00102 -3.47995 0.04123  0.000
H5 0.08731 -3.10435 2.38283  0.000
H6 0.07360 -4.49459 1.31339  0.004
H7 -1.57034 -3.92799 -0.97401  0.001
H8 0.16640 -4.09314 -0.91296  0.001
H9 -1.37026 -1.76106 -2.13037  0.018
H10 -0.45450 -3.00098 -2.98311  0.003
H11 0.74341 -0.90358 -2.68128  0.002
H12 1.53964 -2.09519 -1.90902  0.002
H13 -2.43157 -3.38836 1.23981  0.001
H14 -2.51393 -1.93683 0.23888  0.010
H15 -1.50973 -2.14858 3.11793  0.001
H16 -2.92288 -1.32655 2.52982  0.002
H17 -0.56173 -0.16723 2.97934  0.002
H18 -1.67384 0.44906 1.97253  0.003
C7 3.11897 1.48964 2.64940  0.002
C8 2.27572 2.38960 1.75760  0.027
As1 1.77578 1.55564 0.07324  0.107
C9 3.47077 1.11251 -0.77978  0.018
C10 4.42173 2.29408 -0.93919  0.007
C11 1.03076 3.01761 -0.97262  0.016
C12 0.00076 3.82440 -0.19044  0.002
H19 3.34886 1.99256 3.58783  0.000
H20 4.06929 1.22418 2.18427  0.000
H21 2.59259 0.56688 2.90567  0.001
H22 2.80900 3.30845 1.50659  0.004
H23 1.34937 2.68315 2.25274  0.000
H24 3.22273 0.66469 -1.74436  0.000
H25 3.93275 0.32869 -0.17495  0.000
H26 4.03818 3.02973 -1.64455  0.000
H27 5.38289 1.95093 -1.32038  0.001
H28 4.61072 2.79588 0.01021  0.000
H29 0.59774 2.57633 -1.87242  0.001
H30 1.86209 3.65009 -1.28493  0.003
H31 -0.79957 3.19927 0.21775  0.001
H32 -0.46648 4.56379 -0.84012  0.000
H33 0.45452 4.36252 0.64085  0.000
C13 -3.79407 1.00961 0.02156  0.054
C14 -2.98945 0.67526 -1.25109  0.169
C15 -2.89031 1.93638 -2.13086  0.053
C16 -3.69954 -0.43448 -2.03701  0.030
C17 -1.62194 0.26072 -0.85837  1.246
H34 -4.76960 1.41677 -0.24753  0.009
H35 -3.28299 1.76103 0.63016  0.002
H36 -3.96490 0.11693 0.62881  0.001
H37 -3.89001 2.24320 -2.44192  0.009
H38 -2.29945 1.74684 -3.02753  0.003
H39 -2.44217 2.76885 -1.58515  0.001
H40 -4.72684 -0.13129 -2.24185  0.002
H41 -3.74197 -1.37192 -1.47919  0.000
H42 -3.21236 -0.61691 -2.99602  0.001
H43 -0.89623 1.05868 -0.48180  0.115

Computed properties:
total charge: +2
highest occupied orbital energy (alpha / beta): -13.53 / -15.59 eV
relative energy (zero: lowest compared OMol25 entry of this formula, charge and spin): 0.0 kcal per mole
⟨S²⟩: 6.015
spin multiplicity: 5
E: -3246.965075 a.u.



No. 2
DFT (ωB97M-V with the def2-TZVPD basis set) results for a molecular structure, C34H35ClN7O6S2Tb in a non-equilibrium geometry.

Last column: Löwdin spin population.
CARTESIAN COORDINATES (ANGSTROEM)
Tb1 0.22434 0.14117 0.32540  6.071
O1 -4.15105 0.51969 -3.40578  0.000
C1 -4.04104 -0.78168 -3.26705  0.000
O2 -4.53316 -1.56602 -4.03932  0.000
C2 -3.26229 -1.25792 -2.07991  0.000
C3 -3.04729 -2.58454 -1.73717  0.000
Cl1 -3.49297 -3.96868 -2.60631  0.000
N1 -2.31122 -2.60921 -0.59121  0.000
N2 -1.99853 -1.36167 -0.21708  -0.002
C4 -2.57528 -0.53824 -1.07819  0.000
C5 -2.48490 0.94066 -0.76869  0.001
O3 -3.05382 1.74867 -1.49773  0.001
O4 -1.84712 1.18371 0.30555  0.002
C6 -1.91732 -3.70254 0.23862  0.000
C7 -2.74640 -4.80416 0.41790  0.000
C8 -2.35021 -5.83186 1.25978  0.000
C9 -1.14290 -5.76511 1.93736  0.000
C10 -0.32959 -4.65372 1.77240  0.000
C11 -0.71247 -3.62394 0.93035  0.000
H1 -3.74136 1.03626 -2.65288  0.000
H2 -3.70077 -4.85442 -0.07974  0.000
H3 -3.00467 -6.68342 1.39089  0.000
H4 -0.84529 -6.56866 2.59786  0.000
H5 0.61349 -4.58690 2.30031  0.000
H6 -0.07090 -2.76656 0.80470  0.000
C12 -3.19031 -2.85883 5.75212  0.000
C13 -2.41146 -2.14496 4.68883  0.000
C14 -3.05888 -1.44295 3.67407  0.000
C15 -2.31643 -0.78904 2.71059  0.000
N3 -0.97810 -0.79899 2.67913  0.001
C16 -0.35685 -1.45186 3.66429  0.000
C17 -1.02256 -2.12588 4.67298  0.000
H7 -4.07819 -3.32750 5.32923  0.000
H8 -3.52466 -2.14764 6.51024  0.000
H9 -2.58429 -3.61782 6.24373  0.000
H10 -4.14080 -1.41477 3.63438  0.000
H11 -2.80643 -0.22476 1.92960  0.000
H12 0.72715 -1.43892 3.63190  0.000
H13 -0.45472 -2.63749 5.43994  0.000
N4 6.40614 -1.19637 5.00978  0.001
C18 5.54164 -1.07919 4.26004  0.000
C19 4.45295 -0.91436 3.34909  0.002
C20 3.83800 -2.01376 2.75245  -0.003
C21 2.75544 -1.82345 1.90975  -0.007
C22 2.21075 -0.56253 1.60670  -0.054
C23 2.89009 0.51814 2.21162  -0.003
C24 3.97614 0.36393 3.05762  -0.002
H14 4.21325 -3.00901 2.95810  0.000
H15 2.31726 -2.71782 1.46733  -0.001
H16 2.55868 1.53376 2.01634  0.000
H17 4.46044 1.22490 3.50166  0.000
N5 0.77444 1.17015 -1.64635  -0.011
C25 1.58285 1.39939 -2.47540  -0.001
N6 2.39707 1.77999 -3.34553  -0.001
C26 3.22474 1.16777 -4.14787  0.000
N7 3.96632 0.67809 -4.89135  0.000
O5 0.43545 2.28649 1.25158  0.000
S1 -0.70485 3.28713 1.26640  0.001
C27 0.02070 4.70606 2.16691  0.000
C28 0.06544 4.27596 3.62200  0.000
C29 -1.33586 3.73915 3.90294  0.000
C30 -1.69286 2.81131 2.74245  0.000
H18 -0.65625 5.54838 2.00967  0.000
H19 0.99356 4.91792 1.72753  0.000
H20 0.33183 5.09446 4.29109  0.000
H21 0.80520 3.48044 3.73838  0.000
H22 -2.03783 4.57471 3.94080  0.000
H23 -1.38376 3.21004 4.85464  0.000
H24 -2.74612 2.83901 2.46806  0.000
H25 -1.39825 1.78042 2.92524  0.000
C31 1.59489 -5.35803 -2.09920  0.000
C32 1.89560 -3.86668 -2.16305  0.000
S2 0.33274 -2.91402 -2.16845  0.001
O6 0.59918 -1.71147 -1.29926  0.003
C33 0.30552 -2.28119 -3.87607  0.000
C34 1.56599 -1.53706 -4.28185  0.000
H26 2.51761 -5.91736 -1.94646  0.000
H27 1.13761 -5.71118 -3.02416  0.000
H28 0.91779 -5.58186 -1.27283  0.000
H29 2.48810 -3.60277 -3.03520  0.000
H30 2.40883 -3.50822 -1.27074  0.000
H31 -0.56126 -1.61728 -3.87820  0.000
H32 0.07598 -3.14576 -4.50277  0.000
H33 1.99133 -1.01925 -3.42245  0.000
H34 1.33696 -0.78039 -5.03033  0.000
H35 2.32502 -2.18886 -4.70897  0.000

Computed properties:
total charge: 0
highest occupied orbital energy (alpha / beta): -8.66 / -8.66 eV
relative energy (zero: lowest compared OMol25 entry of this formula, charge and spin): 53.5 kcal per mole
⟨S²⟩: 12.081
spin multiplicity: 7
E: -4232.405093 a.u.



No. 3
DFT (ωB97M-V with the def2-TZVPD basis set) results for a molecular structure, C36H44BrN4S2Si2Sn in a non-equilibrium geometry.

Last column: Löwdin charge in e.
CARTESIAN COORDINATES (ANGSTROEM)
Sn1 -22.52695 -5.26662 1.38412  1.081
C1 -24.23876 -2.75866 5.20603  -0.162
Si1 -22.92088 -3.17545 3.94379  0.411
C2 -21.84356 -4.50053 4.77097  -0.176
C3 -21.93865 -1.61878 3.54154  -0.191
N1 -23.58574 -3.86157 2.42184  -0.213
C4 -24.28418 -3.05170 1.49101  -0.297
C5 -24.85936 -1.80438 1.79761  -0.053
C6 -25.45121 -1.08269 0.81974  -0.102
C7 -25.50714 -1.54651 -0.47175  -0.097
C8 -25.00098 -2.76389 -0.80030  -0.059
C9 -24.38529 -3.56137 0.15823  -0.293
N2 -23.81940 -4.84697 -0.08933  -0.209
Si2 -24.40781 -6.08294 -1.20633  0.371
C10 -23.49851 -6.15809 -2.80758  -0.179
C11 -24.14479 -7.72505 -0.40788  -0.164
C12 -26.25899 -5.81072 -1.45070  -0.148
H1 -23.84989 -1.96355 5.83488  0.037
H2 -24.41778 -3.67470 5.79311  0.039
H3 -25.16871 -2.44710 4.75517  0.021
H4 -21.57497 -4.04218 5.72370  0.041
H5 -20.98046 -4.78611 4.21061  -0.024
H6 -22.47223 -5.35159 5.06875  0.039
H7 -22.50138 -0.66778 3.69525  0.051
H8 -21.74105 -1.59861 2.45569  0.004
H9 -21.01801 -1.54618 4.08014  0.013
H10 -24.84829 -1.45567 2.81885  0.088
H11 -25.79948 -0.08637 1.06441  0.112
H12 -25.95825 -0.92511 -1.23351  0.110
H13 -25.09298 -3.11421 -1.79686  0.099
H14 -22.42068 -6.36941 -2.68846  0.007
H15 -23.56962 -5.34630 -3.53912  0.040
H16 -23.90217 -7.00989 -3.37196  0.040
H17 -23.28270 -7.71636 0.24535  -0.024
H18 -23.96770 -8.38275 -1.30540  0.062
H19 -24.97743 -8.19636 0.09105  0.041
H20 -26.71955 -6.35245 -0.63210  0.025
H21 -26.57407 -6.32043 -2.36967  0.037
H22 -26.69182 -4.78669 -1.49493  0.040
S1 -20.48509 -6.36948 -0.44577  0.816
C13 -19.08865 -5.95604 0.35187  -0.635
N3 -17.95066 -6.64316 0.11002  -0.098
C14 -16.68725 -6.13788 0.58344  -0.110
C15 -16.90754 -5.72310 1.99650  -0.120
N4 -17.96036 -4.72235 2.14000  -0.105
C16 -17.79821 -3.77225 3.28399  -0.070
C17 -16.53096 -2.93413 3.10594  -0.203
C18 -15.76394 -2.38554 4.16449  -0.018
C19 -14.67063 -1.54710 3.89986  -0.059
C20 -14.29491 -1.30844 2.58002  -0.073
C21 -15.02373 -1.85740 1.52822  -0.064
C22 -16.11555 -2.66818 1.80760  -0.059
C23 -19.02540 -4.86202 1.40334  -0.628
S2 -20.29438 -3.78162 1.59033  0.801
C24 -18.04758 -7.96455 -0.53677  -0.116
C25 -18.53815 -9.08830 0.41235  -0.206
C26 -19.56074 -9.94518 -0.00419  -0.039
C27 -19.89001 -11.08575 0.69708  -0.061
C28 -19.14922 -11.37589 1.82684  -0.086
C29 -18.19579 -10.49386 2.31107  -0.092
C30 -17.87732 -9.33920 1.60300  -0.044
H23 -16.27336 -5.32387 -0.05406  0.149
H24 -15.94777 -6.98764 0.60936  0.157
H25 -16.07710 -5.24065 2.48196  0.129
H26 -17.09939 -6.64100 2.57809  0.132
H27 -17.80695 -4.38193 4.22096  0.159
H28 -18.71387 -3.21198 3.26248  0.060
H29 -16.09175 -2.57621 5.18490  0.114
H30 -14.08806 -1.13813 4.69590  0.102
H31 -13.46444 -0.64067 2.34885  0.113
H32 -14.73544 -1.56399 0.51991  0.113
H33 -16.66367 -3.12714 0.95659  0.119
H34 -17.06415 -8.20670 -0.90815  0.129
H35 -18.70636 -7.98222 -1.40745  0.090
H36 -20.08713 -9.66855 -0.91429  0.114
H37 -20.69673 -11.71305 0.41527  0.105
H38 -19.42544 -12.32785 2.37137  0.136
H39 -17.69398 -10.78868 3.19361  0.101
H40 -17.14809 -8.64464 2.07272  0.108
Br1 -22.34077 -11.11645 4.93761  0.716
C31 -22.31377 -9.44902 3.95017  -0.632
C32 -23.51472 -8.75576 3.83087  -0.103
C33 -23.50438 -7.55455 3.10766  -0.121
C34 -22.32291 -7.03900 2.56203  -0.309
C35 -21.12275 -7.73685 2.79623  -0.114
C36 -21.11604 -8.93889 3.48914  -0.115
H41 -24.44067 -9.06260 4.30751  0.112
H42 -24.42297 -6.97431 3.07836  0.111
H43 -20.19144 -7.25338 2.61548  0.077
H44 -20.14972 -9.43299 3.63866  0.097

Computed properties:
total charge: +1
highest occupied orbital energy (alpha / beta): -9.52 / -9.52 eV
relative energy (zero: lowest compared OMol25 entry of this formula, charge and spin): 6.7 kcal per mole
E: -5780.792442 a.u.



No. 4
DFT (ωB97M-V with the def2-TZVPD basis set) results for C4H7NO2 in the gas phase.

Last column: Löwdin charge in e.
CARTESIAN COORDINATES (ANGSTROEM)
C1 -1.84921 -0.29622 0.05027  0.084
C2 -0.79279 0.08348 0.76354  -0.464
N1 -0.29472 1.40410 0.83625  0.081
O1 0.12324 -0.81488 1.22406  -0.043
C3 1.22107 -0.86489 0.28428  -0.125
C4 0.98032 0.20246 -0.77344  -0.199
O2 0.84483 1.45468 -0.10902  -0.109
H1 -2.44162 0.42770 -0.49876  0.073
H2 0.06232 -0.04341 -1.31659  0.110
H3 -2.04597 -1.35311 -0.08756  0.079
H4 -0.98380 2.04616 0.44586  0.122
H5 2.13906 -0.65765 0.83948  0.128
H6 1.26527 -1.87510 -0.14202  0.128
H7 1.77199 0.28668 -1.51635  0.135

Computed properties:
total charge: 0
highest occupied orbital energy: -8.83 eV
relative energy (zero: lowest compared OMol25 entry of this formula, charge and spin): 97.9 kcal per mole
structure (SMILES): C=C1NOCCO1
E: -361.724801 a.u.



What is the formula in the third record? C36H44BrN4S2Si2Sn